Here is a cluster of 11 separate species, C53H129O38P7S in total at a distorted geometry from OMol25. Energies are from the ωB97M-V functional and the def2-TZVPD basis.

Values from the calculation:
- total charge = 0
- energy (eV) = -210729.2234
- highest occupied orbital energy (eV) = -8.75
- E_LUMO (eV) = 0.5

Cartesian coordinates (Å):
C 14.97097 20.17203 14.17202
C 14.84455 18.67536 14.31826
O 15.16295 18.06823 13.06550
P 14.67788 16.57634 12.65390
O 14.37009 15.66624 13.79544
O 13.50569 16.81810 11.60788
C 13.53230 17.81129 10.64076
C 12.52378 18.96324 11.00938
O 15.89593 16.07394 11.68196
C 16.70987 14.84092 11.84444
C 18.15660 15.19726 12.16074
H 14.47671 20.54616 15.06858
H 16.02065 20.46562 14.16354
H 14.40624 20.56978 13.32882
H 15.56113 18.27840 15.03732
H 13.84193 18.47214 14.69450
H 14.51168 18.25108 10.45234
H 13.29683 17.35791 9.67788
H 11.60506 18.54466 11.42030
H 12.89056 19.67052 11.75326
H 12.28799 19.49486 10.08750
H 16.28494 14.29010 12.68358
H 16.76758 14.19894 10.96544
H 18.19153 15.73868 13.10612
H 18.66608 14.24420 12.30282
H 18.67576 15.76068 11.38542
C 15.97227 22.43270 18.28370
C 14.77143 23.37504 18.44971
O 14.03451 23.29662 17.29512
P 12.86161 22.13256 17.13116
O 13.26050 20.80179 17.71482
O 11.55551 22.81914 17.77718
C 11.33809 24.23524 17.63334
C 10.74308 24.63402 16.24114
O 12.65076 22.21832 15.48472
C 11.62820 21.44282 14.91430
C 11.39546 22.03164 13.55090
H 16.89368 22.99936 18.14954
H 16.02158 21.75972 19.13970
H 15.94337 21.75914 17.42720
H 14.11862 23.11454 19.28280
H 15.16057 24.35452 18.72770
H 10.63799 24.58082 18.39394
H 12.26991 24.77008 17.81708
H 11.42635 24.46382 15.40910
H 9.80789 24.18674 15.90428
H 10.49977 25.69400 16.16820
H 12.02669 20.48980 14.56640
H 10.74373 21.22092 15.51144
H 12.28942 22.23748 12.96220
H 10.83307 21.24208 13.05248
H 10.82731 22.95630 13.44952
C 16.78311 20.54266 21.84630
C 18.07073 20.37834 22.65000
O 18.83634 19.27596 22.18866
P 20.18180 19.53302 21.39668
O 20.00361 20.42168 20.22436
O 21.19480 20.13240 22.50056
C 21.58454 19.37318 23.64518
C 21.97497 20.47838 24.66606
O 20.71943 17.98980 21.23880
C 20.39685 17.08266 20.15172
C 18.95297 16.69730 20.03722
H 17.04018 20.77510 20.81287
H 16.13848 19.66382 21.83206
H 16.15389 21.32328 22.27386
H 18.77105 21.21210 22.59996
H 17.86375 20.10900 23.68572
H 20.70372 18.89472 24.07338
H 22.26326 18.56496 23.37270
H 22.31175 19.93446 25.54858
H 22.85209 21.06442 24.39164
H 21.28761 21.30996 24.82132
H 20.51891 17.68708 19.25290
H 21.09275 16.25342 20.02451
H 18.77841 16.32130 19.02912
H 18.73585 15.98910 20.83684
H 18.29309 17.55020 20.19602
C 24.58739 27.83612 19.75690
C 23.84312 27.53278 18.49188
O 22.50410 27.13840 18.84708
P 21.73558 26.40678 17.66619
O 22.15909 26.67340 16.25552
O 21.68004 24.85316 18.11934
C 22.58749 23.82318 17.67640
C 22.33723 23.51704 16.18599
O 20.20468 26.79008 18.02047
C 19.08169 26.35312 17.26681
C 17.85096 26.18664 18.16044
H 25.64367 28.09988 19.70400
H 24.13122 28.71430 20.21385
H 24.47098 27.07890 20.53226
H 23.86744 28.35242 17.77378
H 24.29908 26.74682 17.88980
H 23.57840 24.10616 18.03155
H 22.33335 22.98710 18.32794
H 21.27209 23.37204 16.00555
H 22.53304 24.35754 15.52016
H 22.83599 22.66450 15.72500
H 18.80192 27.15308 16.58130
H 19.28501 25.48038 16.64628
H 17.49755 27.15768 18.50724
H 17.02629 25.64990 17.69146
H 18.21872 25.63678 19.02676
C 19.01947 25.51478 26.09218
C 19.25261 24.28744 25.21498
O 18.02942 23.77350 24.79162
P 17.16909 24.36466 23.50952
O 17.22351 25.85482 23.35304
O 17.58279 23.46060 22.25168
C 18.09855 24.14228 21.07066
C 19.07343 23.42176 20.27716
O 15.60935 23.80234 23.77948
C 14.49941 24.43386 23.15318
C 13.34405 23.53768 23.19690
H 18.66096 26.36132 25.50654
H 18.41753 25.23998 26.95834
H 19.96046 25.80354 26.56042
H 19.91789 24.57272 24.40006
H 19.80494 23.45768 25.65606
H 17.25008 24.47206 20.47112
H 18.54793 25.09276 21.35832
H 19.65624 24.03356 19.58858
H 19.76399 22.96676 20.98722
H 18.56752 22.66064 19.68314
H 14.16663 25.29566 23.73170
H 14.73701 24.68464 22.11938
H 13.42261 22.54570 22.75202
H 13.02496 23.19158 24.18000
H 12.46119 23.97972 22.73510
C 28.86736 17.30122 19.89554
C 27.40220 17.52253 19.23006
O 26.84353 16.24130 18.82524
P 25.34159 16.33826 18.31774
O 24.37632 17.00842 19.25011
O 25.62919 17.01202 16.88890
C 24.70917 17.07460 15.84352
C 23.36927 17.75654 16.16462
O 24.94585 14.83956 17.95426
C 23.53840 14.42328 17.97732
C 23.10819 13.51900 16.72284
H 29.42367 18.23695 19.84058
H 28.80834 16.91662 20.91372
H 29.38492 16.58222 19.26050
H 26.76903 18.03588 19.95370
H 27.55439 18.24008 18.42381
H 25.23273 17.61514 15.05498
H 24.58673 16.07092 15.43642
H 23.54944 18.70250 16.67528
H 22.78786 17.89288 15.25276
H 22.71710 17.25630 16.88055
H 23.53951 13.73686 18.82405
H 22.75503 15.10462 18.30932
H 22.85657 14.13116 15.85678
H 23.70864 12.63826 16.49508
H 22.15548 13.04234 16.95362
C 14.09324 11.27082 14.41494
C 15.24975 11.95258 13.67718
O 16.44327 11.40914 14.11638
P 17.25340 12.02694 15.43548
O 16.43722 12.16766 16.67745
O 18.51356 11.01288 15.55024
C 19.22172 10.63538 14.38542
C 20.54358 11.38566 14.42660
O 18.00012 13.39134 14.94024
C 18.64956 14.26740 15.83926
C 17.63215 15.32588 16.23778
H 14.04831 11.55320 15.46676
H 13.16387 11.62358 13.96778
H 14.19312 10.18740 14.34936
H 15.21527 11.85132 12.59244
H 15.32509 13.02032 13.88292
H 19.43853 9.57143 14.28996
H 18.70572 10.99692 13.49596
H 20.46048 12.47224 14.40386
H 21.04923 11.29096 15.38756
H 21.10925 11.18078 13.51766
H 18.98951 13.72396 16.72086
H 19.57000 14.68048 15.42664
H 18.08136 16.21384 16.68256
H 17.09593 15.59856 15.32880
H 16.90606 14.95422 16.96080
C 24.07983 20.39516 20.33897
O 24.99138 21.42536 20.03250
C 25.17079 21.77804 18.79016
O 24.54499 21.30148 17.84495
O 26.26284 22.54956 18.67216
C 26.60350 23.15612 17.41594
H 24.05027 20.34212 21.42728
H 24.50424 19.44158 20.02488
H 23.04109 20.48990 20.02253
H 27.03716 22.40060 16.76078
H 27.20235 24.06612 17.45287
H 25.66701 23.26128 16.86820
C 14.72538 18.01308 18.19674
O 14.76010 16.64864 18.23558
C 15.24940 16.08018 19.35137
O 15.52778 16.65930 20.38325
O 15.17261 14.71056 19.26115
C 15.80049 13.93126 20.28427
H 14.00388 18.28567 18.96696
H 14.23089 18.32500 17.27680
H 15.70773 18.41652 18.44234
H 16.31259 13.05834 19.87948
H 15.04161 13.39302 20.85216
H 16.38607 14.48596 21.01742
C 23.61252 14.86142 9.73364
O 22.43461 15.11732 10.50916
C 22.39039 16.11634 11.38702
O 23.30122 16.90726 11.58316
O 21.18378 16.11094 11.97538
C 20.99191 17.04404 13.04522
H 23.91482 15.59484 8.98612
H 23.35109 13.88172 9.33370
H 24.45650 14.72334 10.40946
H 19.95688 17.36222 13.17000
H 21.70361 17.86814 12.99600
H 21.41459 16.58200 13.93740
C 21.09016 20.51488 17.47144
S 19.79296 20.27268 16.19054
O 20.17116 18.98616 15.40958
C 18.39063 19.79271 17.30570
H 20.72441 21.39024 18.00818
H 22.08731 20.66814 17.05878
H 21.09041 19.64850 18.13287
H 17.42395 19.64116 16.82542
H 18.27449 20.61000 18.01747
H 18.62212 18.82340 17.74722

Atoms 1-3, force components in eV/Å:
C -0.1 -0.3 0.8
C 0.2 0.2 0.1
O -0.5 -1.4 -1.0

---

Here is a structure of composition C53H134BeN9O17 at a distorted geometry from OMol25. Energies are from the ωB97M-V functional and the def2-TZVPD basis.

Values from the calculation:
- total charge = +1
- energy relative to the best compared isomer or geometry (same formula, charge and spin) (eV) = 0.000
- energy (eV) = -105737.3399
- highest occupied orbital energy (eV) = -9.72
- E_LUMO (eV) = -3.0

Cartesian coordinates (Å):
Be 0.98616 -11.61963 18.62718
C 0.08348 -9.29036 15.21828
C -0.88848 -9.40280 16.39729
C -2.31249 -9.71483 15.90278
O -0.47348 -10.29519 17.36588
H 0.33775 -10.27075 14.80593
H 0.99727 -8.75038 15.46819
H -0.44014 -8.80813 14.38507
H -0.97750 -8.36801 16.79623
H -2.90623 -10.21925 16.66362
H -2.22371 -10.42096 15.07380
H -2.78725 -8.80953 15.51809
C 5.78534 -5.45387 14.76931
O 4.63619 -6.26969 14.76536
C 4.60104 -7.35462 15.64921
C 5.69354 -8.38125 15.40908
N 5.41451 -9.15647 14.20520
C 6.43192 -10.15224 13.87912
C 7.67980 -9.61177 13.17928
O 7.30508 -9.03913 11.94379
C 8.18852 -9.25849 10.87522
H 5.99853 -5.04333 15.76102
H 5.65699 -4.66503 14.03168
H 6.66569 -6.01671 14.43906
H 3.62147 -7.82613 15.53905
H 4.62745 -7.07068 16.71252
H 5.72714 -9.09536 16.23934
H 6.69589 -7.93484 15.39523
H 5.46263 -8.59145 13.35723
H 5.99350 -10.88153 13.18874
H 6.77034 -10.78395 14.70759
H 8.39815 -10.41155 12.98228
H 8.10820 -8.84903 13.84211
H 9.20013 -8.92148 11.13465
H 7.93334 -8.65451 10.00511
H 8.19754 -10.30532 10.55799
C 2.42465 -13.30230 20.82255
O 1.75856 -12.09790 20.53595
C 2.04671 -11.05202 21.50448
C 1.26009 -9.81450 21.13429
N 1.37654 -9.54307 19.73928
C 2.73404 -9.22165 19.35062
C 2.84328 -9.11587 17.85023
O 2.72947 -10.43650 17.36601
C 3.25434 -10.64550 16.05336
H 3.50971 -13.19987 20.93476
H 2.26337 -14.02011 20.01689
H 2.07939 -13.81062 21.72842
H 3.11564 -10.86761 21.35064
H 1.88203 -11.31270 22.54953
H 1.62781 -8.96085 21.72541
H 0.25332 -9.92817 21.53397
H 0.77095 -8.73171 19.50653
H 3.49656 -9.95107 19.62605
H 3.03371 -8.26109 19.79241
H 3.83928 -8.73532 17.59389
H 2.13530 -8.43378 17.37246
H 2.96871 -11.66867 15.82884
H 4.34429 -10.56326 16.02200
H 2.87554 -9.91930 15.33435
C 1.07084 -13.87992 15.09188
O -0.31392 -13.95372 15.28812
C -1.14726 -13.00590 14.64689
C -2.58546 -13.15954 15.07616
N -3.19626 -14.37502 14.54802
C -4.59225 -14.49610 14.93385
C -5.52260 -13.44737 14.33944
O -5.76898 -12.48999 15.34615
C -6.50736 -11.38412 14.89484
H 1.59625 -14.66821 15.62601
H 1.42434 -12.92699 15.51398
H 1.33186 -13.87784 14.03078
H -1.07021 -13.12041 13.56004
H -0.78825 -12.00570 14.91274
H -3.08287 -12.31886 14.59463
H -2.68114 -13.19832 16.17036
H -2.63666 -15.19508 14.72842
H -4.65855 -14.48060 16.03070
H -4.97535 -15.45758 14.58867
H -6.39379 -13.93177 13.88696
H -5.02668 -12.93153 13.50331
H -7.47364 -11.71194 14.49190
H -5.95281 -10.86443 14.10689
H -6.76504 -10.66108 15.66726
C 5.37004 -9.28358 6.68093
O 5.66066 -9.01198 8.03397
C 4.98196 -7.81618 8.41457
C 4.95383 -7.71160 9.92913
N 3.86784 -6.78273 10.25458
C 3.77795 -6.54989 11.68979
C 2.79625 -5.43728 12.01970
O 1.46343 -5.92995 12.17931
C 1.22918 -6.61372 13.39103
H 4.36022 -9.71244 6.62607
H 6.04503 -10.02504 6.25555
H 5.37407 -8.41759 6.01138
H 3.96566 -7.80591 8.00352
H 5.49701 -6.94968 7.98533
H 5.90628 -7.33794 10.30620
H 4.79205 -8.71487 10.34810
H 3.00507 -7.24343 9.94502
H 4.76516 -6.37640 12.11910
H 3.36377 -7.45448 12.16610
H 2.77124 -4.63197 11.28667
H 2.98273 -4.94464 12.98400
H 1.52134 -7.66093 13.30270
H 0.16231 -6.57704 13.62363
H 1.68640 -6.03932 14.20604
C -1.55246 -4.19121 16.45229
O -2.74417 -4.65265 17.05920
C -3.27972 -5.72442 16.30610
C -4.70566 -5.99142 16.77660
N -4.86980 -6.66625 18.05943
C -4.39184 -8.04203 18.11235
C -4.49686 -8.51304 19.55079
O -3.51250 -7.80892 20.27435
C -3.60504 -8.03042 21.66931
H -1.14093 -3.40544 17.08527
H -1.78567 -3.72986 15.48704
H -0.77458 -4.95082 16.32086
H -2.62332 -6.61017 16.28554
H -3.28074 -5.48234 15.23122
H -5.22018 -6.58953 16.01719
H -5.14916 -4.99504 16.73106
H -4.28208 -6.09823 18.66577
H -3.33840 -8.02338 17.79774
H -4.93321 -8.70606 17.43666
H -4.46755 -9.60716 19.62785
H -5.52518 -8.29921 19.86956
H -2.64368 -7.78213 22.12000
H -3.83808 -9.04745 22.00392
H -4.40629 -7.39729 22.06155
C -5.11609 -8.07679 13.51916
O -6.41007 -7.54096 13.46231
C -6.44162 -6.25018 12.90273
C -7.80770 -5.60389 13.03024
N -8.11907 -5.31636 14.42634
C -9.54274 -5.06661 14.62416
C -10.09579 -3.88530 13.82981
O -10.28407 -4.18396 12.47233
C -10.82151 -3.09517 11.74751
H -4.42525 -7.38766 14.02334
H -4.72480 -8.21959 12.50376
H -5.10226 -9.01527 14.06467
H -6.22315 -6.29987 11.82720
H -5.69430 -5.58020 13.35138
H -8.48494 -6.34633 12.58629
H -7.75326 -4.66597 12.48282
H -7.90467 -6.15290 14.96099
H -9.74950 -4.83291 15.67064
H -10.18974 -5.92379 14.37833
H -9.38479 -3.06293 13.99952
H -11.02769 -3.57287 14.31903
H -10.71980 -3.37851 10.70036
H -10.32861 -2.13166 11.89943
H -11.88803 -3.02533 11.98790
C 0.42238 -3.84920 7.95615
O 0.10215 -5.13319 8.41604
C 0.78311 -6.15289 7.72922
C 0.44983 -7.52496 8.30561
N 1.10407 -7.66706 9.59546
C 0.71506 -8.80689 10.41940
C -0.73878 -8.76002 10.87012
O -1.03582 -10.04858 11.39232
C -2.35433 -10.19153 11.83257
H 0.73522 -3.78946 6.90910
H 1.23668 -3.39488 8.53501
H -0.41113 -3.15559 8.07536
H 1.87824 -6.08624 7.77957
H 0.52633 -6.14279 6.66391
H 0.92019 -8.19511 7.58115
H -0.63611 -7.63295 8.37435
H 1.04435 -6.82566 10.16302
H 1.40838 -8.79113 11.26430
H 0.93739 -9.73935 9.89597
H -1.44410 -8.56272 10.05686
H -0.88960 -8.02850 11.67408
H -3.03732 -10.36937 10.99045
H -2.73046 -9.30387 12.35611
H -2.48032 -11.05089 12.48810
C -2.49403 -14.83434 18.92447
C -1.77400 -13.48712 18.86429
C -1.46995 -13.03989 20.29812
O -0.82782 -11.79054 20.29314
C -1.74648 -10.70415 20.16871
N -0.52199 -13.53011 18.11816
H -3.32080 -14.75679 19.63106
H -1.83206 -15.61788 19.30263
H -2.84863 -15.14256 17.94140
H -2.41851 -12.71904 18.43553
H -0.79374 -13.76857 20.75639
H -2.40454 -13.08608 20.86256
H -2.41304 -10.58485 21.03198
H -2.43510 -10.78022 19.32616
H -1.12047 -9.82527 20.07969
H -0.72510 -13.69084 17.12274
H 0.02398 -14.35585 18.36093
C -0.00823 -5.51590 20.66041
C -0.24190 -6.08608 19.26038
C 1.00175 -6.02804 18.40580
O 1.44578 -4.69061 18.31746
C 2.50055 -4.53032 17.38957
N -0.67964 -7.49964 19.40257
H -0.65877 -5.89822 21.44659
H -0.14999 -4.44151 20.54364
H 1.00380 -5.72459 21.01626
H -1.10103 -5.62550 18.76229
H 0.83263 -6.45729 17.40757
H 1.82833 -6.55432 18.90904
H 3.32322 -5.17713 17.71913
H 2.81930 -3.49231 17.41036
H 2.20344 -4.81789 16.37590
H -0.84282 -7.88244 18.47235
H -1.56977 -7.54658 19.88968

Atoms 1-3, force components in eV/Å:
Be -2.5 2.7 0.3
C -0.7 -0.1 -0.5
C 0.3 -0.2 0.3